Below is 10 unconnected molecules or ions with the total composition C29H51N3O13S4 in a non-equilibrium geometry, with properties calculated with ωB97M-V/def2-TZVPD.

Calculated values
- maximum force (eV/Å) = 4.7

Structure (ORCA input):
```
! wB97M-V def2-TZVPD RIJCOSX def2/J DEFGRID3
* xyz 0 1
S -0.79581 3.85656 -1.76820
S 2.47851 -2.62142 -0.59590
S -5.39525 -0.76084 -1.28865
S 3.51143 1.25055 -2.80689
O 2.67785 -1.61388 -1.70174
O -1.20701 -2.21267 1.52827
O -1.56222 -2.28058 4.52786
O -3.36689 -3.34120 3.73887
O -3.35727 1.95857 3.37977
O -0.98084 -0.94933 -0.32951
O 2.42641 1.62828 -1.84986
O -5.30685 -1.64920 -0.05127
O -3.67958 1.46048 1.16433
O -1.94115 4.59614 -1.19881
O -3.22445 -1.16438 3.44103
O 0.49973 -0.70232 1.28745
O -1.75014 0.98846 2.20154
N 0.20713 -4.38016 3.48577
N 0.34370 -0.11883 -4.43379
N 3.85637 2.81312 3.26399
C -1.07777 -0.98002 -5.88864
C 0.98229 0.14450 0.26538
C 3.72702 -3.91411 -0.82233
C -0.39583 4.70041 -3.34193
C -1.81051 -0.14522 -5.02472
C 4.07957 2.88103 -3.44597
C -4.50357 -3.04987 3.03489
C -3.00782 1.46039 2.12361
C 1.37345 -5.65188 2.10724
C -1.19125 1.27180 3.49252
C 0.68202 4.55112 -0.92789
C 0.12525 -5.50996 2.77163
C 3.65934 2.87676 1.08197
C 1.01268 -3.61324 -0.93213
C 0.22307 -1.00803 -5.46437
C 1.37097 -3.72645 3.32153
C -2.41667 1.63069 4.39099
C -6.24622 0.72193 -0.85482
C 5.02191 0.82501 -1.81455
C -0.62312 -1.36239 0.90937
C -0.88452 0.40676 -4.20589
C -3.76034 -0.11812 -1.64669
C 2.18350 -4.52649 2.52934
C -2.62411 -2.23553 3.89253
C 3.60921 2.06199 2.17075
C 4.10663 4.07599 2.83563
C -0.09531 0.07263 -0.81816
C 3.97420 4.19119 1.50962
C -4.30385 -1.61960 2.58330
H 0.15580 -2.93029 -0.71390
H -1.04210 1.11675 -3.43090
H -3.04062 -0.89135 -1.95323
H 0.44444 5.65199 -0.87928
H 1.09448 -1.46298 -5.83932
H -1.48497 -1.53625 -6.70167
H 4.69200 -3.45281 -0.91251
H -2.75343 0.78835 5.01122
H 3.47208 -4.33726 -1.75711
H 4.93044 2.80905 -4.13895
H -0.72106 -6.15502 2.88170
H -2.18373 2.47606 5.04488
H 0.24842 -0.16957 -1.81227
H 0.68974 4.14440 0.08458
H 4.70854 -0.14542 -1.40705
H -0.97476 4.32299 -4.21718
H -0.66382 0.40770 3.77721
H 0.94735 -4.12434 -1.86591
H 1.61842 4.45454 -1.49456
H -4.63426 -3.77415 2.26270
H -5.23523 -1.04627 2.87292
H 4.01849 2.44200 4.16806
H 1.99892 -0.07013 0.00786
H -0.50360 -3.92129 4.01734
H -7.28464 0.59755 -0.60873
H 4.22740 5.03840 0.86842
H 1.46266 -2.78889 3.66298
H 1.00997 -4.35245 -0.09396
H 0.99269 1.13474 0.63739
H 3.21364 -4.29671 2.23506
H -5.70823 1.19793 0.01458
H -2.85036 0.06938 -5.22550
H 3.26006 3.36730 -3.90272
H 4.60135 4.68607 3.64093
H -6.19657 1.47922 -1.68948
H 1.66261 -6.39906 1.38791
H 3.48600 2.45584 0.08486
H 5.31131 1.64668 -1.14257
H 3.30369 1.01375 2.22572
H 1.20074 0.10219 -3.97775
H 5.89423 0.65340 -2.49271
H -0.61142 1.02784 -0.76271
H -3.36357 0.20613 -0.69546
H -0.65289 5.72481 -3.11473
H -4.18042 -1.46399 1.51642
H 0.65840 4.65927 -3.61631
H 4.19786 3.47728 -2.55101
H 3.57782 -4.64166 0.00476
H -0.44427 2.10528 3.49248
H -3.76239 0.67495 -2.41856
H -5.41108 -3.14063 3.68957
*
```

***

Below is 6 unconnected molecules or ions with the total composition C29H51N7O6 in a non-equilibrium geometry, with properties calculated with ωB97M-V/def2-TZVPD.

Calculated values
- SMILES = C[C@H](C[C@H](C#N)CC#N)OCc1ccccc1.CN(C)C=O.CN(C)C=O.CN(C)C=O.CN(C)C=O.CN(C)C=O
- maximum force (eV/Å) = 4.7

Structure (ORCA input):
```
! wB97M-V def2-TZVPD RIJCOSX def2/J DEFGRID3
* xyz 0 1
O 4.46940 -0.02843 -0.76427
O -2.31062 4.59078 -0.60921
O 6.64591 -5.28864 3.08370
O -3.40778 2.90192 -4.24938
O -0.90071 -1.96145 1.51586
O 1.34048 1.87498 2.80679
N -1.88156 -4.66204 -0.38356
N -0.59254 3.07423 2.71930
N -3.42969 0.08173 1.56402
N -3.39130 4.15617 -6.15787
N 5.63121 -6.79108 1.68980
N -4.49707 4.96427 -1.17410
N 4.40443 2.22784 -0.41758
C 4.41876 -7.49111 1.31733
C 1.03460 -2.81227 -0.37133
C 3.82192 2.08254 0.89921
C -2.56382 -4.33638 0.50989
C -3.29205 4.34719 -1.29011
C 2.92555 -2.18670 1.36361
C -4.29128 -2.38459 0.79664
C 1.94481 -3.68038 -1.17628
C -2.72732 -3.11652 2.85120
C -1.19796 -2.73910 2.67482
C -4.66347 5.99920 -0.17126
C -2.84893 5.32012 -5.48052
C -3.47641 -3.55274 1.52876
C 4.66997 3.55552 -0.92907
C 0.34245 -1.25730 1.63028
C 3.36669 -3.82682 -0.69181
C 4.68222 1.11015 -1.13139
C -3.62094 3.02874 -5.44026
C 1.49834 -2.08391 0.87459
C -5.61929 4.61891 -2.02202
C -0.26026 -4.03988 2.82349
C 6.84704 -7.03988 0.93898
C -3.83827 -0.93774 1.16174
C -0.87509 2.64756 1.35742
C -1.52177 3.96278 3.38473
C -3.66994 4.23478 -7.57769
C 5.66531 -5.90796 2.72070
C 3.84734 -3.08652 0.52541
C 0.53298 2.62539 3.32131
H 2.87702 1.54406 0.81546
H -1.88534 5.06179 -5.03646
H -2.50087 3.48059 3.43911
H -0.05513 2.96198 0.70860
H -3.94840 6.80292 -0.36077
H -4.46171 5.57905 0.81673
H 3.64772 3.05965 1.34769
H -3.23850 -2.28716 3.42223
H 4.04381 -4.50740 -1.26592
H -4.31817 -2.52594 -0.31934
H -2.74909 -4.01480 3.54748
H -4.07097 3.29135 -7.94806
H -0.14804 -4.49130 1.79604
H 3.25085 -1.65541 2.29277
H 4.49821 1.50320 1.53183
H 5.36653 4.06544 -0.25850
H -1.18195 4.19610 4.39446
H 3.59035 -7.20553 1.96546
H 5.10621 3.50777 -1.92723
H 6.66358 -7.76678 0.14844
H -0.92679 -2.09220 3.57704
H -6.44726 4.27319 -1.39774
H 0.66045 3.00480 4.34895
H -1.80599 3.08417 1.00649
H -5.93108 5.50453 -2.58255
H 4.16509 -7.24345 0.28380
H -4.03181 2.20558 -6.04686
H -1.60346 4.88938 2.81134
H 7.61661 -7.41892 1.61500
H -5.36450 -2.46960 1.16080
H -2.71980 6.14276 -6.18271
H 7.19818 -6.10262 0.50161
H 1.52824 -4.18569 -2.08177
H 0.62733 -0.96334 2.67829
H -0.03687 -2.71844 -0.68737
H -4.39981 5.02808 -7.75607
H -5.34684 3.82994 -2.72334
H -2.74500 4.46425 -8.11198
H -3.53074 5.62248 -4.68232
H -3.27376 3.58037 -2.07902
H 4.90075 -3.19249 0.89520
H -4.26522 -4.30797 1.84392
H 4.58589 -8.56795 1.40359
H 4.69068 -5.79262 3.22234
H 0.21640 -0.30356 1.02454
H 3.73271 4.11599 -0.97490
H 5.12988 1.32727 -2.11616
H 0.74498 -3.74117 3.22852
H -0.94664 1.55858 1.32944
H -5.67741 6.39698 -0.19970
H -0.71285 -4.76670 3.57170
*
```

***

Short version: Kohn-Sham gap = 7.944, 8.380 eV, in the order given.
Short version: E_LUMO = 0.2, 0.5 eV, in the order given.
Short version: M = 778.00, 593.77 g mol⁻¹, in the order given.